Below is C5H25O10Sr2 as an isolated structure in a non-equilibrium geometry, with properties calculated with wB97M-V/def2-TZVPD.

Calculated values
Charge ... +3
E_tot ... -27710.29963 eV
Highest occupied orbital energy ... -0.56522 Ha
Frontier orbital gap ... 2.48 eV

Positions of all 42 atoms, in Å:
Sr (1.653, 4.500, 0.845)
Sr (3.659, 3.890, -2.851)
C (1.378, 0.172, -0.685)
C (1.694, 1.551, -0.130)
O (2.399, 2.453, -0.755)
O (1.271, 1.863, 0.998)
H (0.512, 0.234, -1.345)
H (1.077, -0.475, 0.135)
H (2.193, -0.267, -1.257)
C (-2.657, -1.193, -0.246)
O (-3.236, -0.435, -1.287)
H (-1.632, -1.443, -0.566)
H (-2.520, -0.524, 0.609)
H (-3.307, -2.025, 0.024)
H (-3.590, -0.950, -2.016)
C (-1.446, -0.050, 4.058)
O (-0.025, 0.047, 3.856)
H (-1.778, -1.075, 4.173)
H (-1.606, 0.593, 4.928)
H (-2.005, 0.478, 3.279)
H (0.192, 0.567, 3.086)
C (0.178, -2.370, 1.823)
O (-0.703, -2.929, 2.807)
H (0.243, -3.094, 1.011)
H (-0.357, -1.529, 1.358)
H (1.129, -2.048, 2.231)
H (-1.457, -3.250, 2.302)
O (1.375, -3.017, -1.133)
H (1.181, -3.561, -1.907)
H (2.315, -3.157, -0.967)
O (-0.429, -1.442, -3.475)
H (-0.576, -1.140, -2.572)
H (0.151, -0.780, -3.865)
O (4.177, 1.353, -2.614)
H (4.617, 0.533, -2.892)
H (3.826, 1.165, -1.726)
O (-0.907, 4.057, 0.394)
H (-0.811, 3.132, 0.083)
H (-1.545, 4.438, -0.230)
O (-1.667, 2.212, -1.599)
H (-1.898, 1.268, -1.527)
H (-1.069, 2.250, -2.353)